(1)
DFT (ωB97M-V/def2-TZVPD) results for a cluster of 2 separate species, C3N3O3PS in total in a non-equilibrium geometry.

Positions of all 11 atoms, in Å:
C  -2.903  0.404  0.311
C  1.359  0.941  -1.692
C  1.639  -0.854  1.389
N  -3.954  0.544  -0.104
N  2.469  0.914  -2.026
N  2.686  -1.286  1.494
O  -1.741  0.272  0.829
O  0.191  1.039  -1.365
O  0.458  -0.358  1.337
P  -0.610  -0.668  0.180
S  -1.010  -2.492  -0.310

Atoms 1-3, force components in eV/Å:
-0.443 0.024 -0.196
2.077 -0.195 -0.534
0.196 -0.209 -0.059

Properties
E_LUMO (spin up / spin down): -4.0 / -4.0 eV
Net charge: 0
Energy relative to the best compared isomer or geometry (same formula, charge and spin): 193.7 kJ/mol

Atomic partial charges in e from the Mulliken method, atoms 1 to 2: 0.44, 0.60


(2)
DFT (ωB97M-V/def2-TZVPD) results for a structure of composition C33H27F6N4O5PS4Zr in a non-equilibrium geometry.

Positions of all 81 atoms, in Å:
Zr  0.968  -0.619  0.294
S  -0.734  -2.713  0.431
C  0.837  -3.298  0.693
N  1.854  -2.856  -0.090
C  3.052  -3.515  0.276
C  4.240  -3.505  -0.509
C  5.436  -3.895  0.141
C  5.363  -4.564  1.352
C  4.159  -4.673  2.066
C  2.999  -4.230  1.448
S  1.360  -4.268  2.106
H  3.297  -3.073  -2.340
H  6.341  -3.609  -0.318
H  6.274  -5.092  1.705
H  4.061  -5.275  2.967
N  -0.393  0.429  2.164
C  -1.349  1.454  2.422
C  -1.061  2.435  3.388
C  -2.097  3.128  3.997
C  -3.429  2.867  3.679
C  -3.671  2.053  2.545
C  -2.649  1.441  1.857
P  -3.144  0.587  0.381
C  -4.810  -0.037  0.715
C  -5.081  -0.841  1.845
C  -6.346  -1.280  2.207
C  -7.433  -0.890  1.449
C  -7.188  -0.125  0.293
C  -5.906  0.273  -0.107
C  -3.313  1.903  -0.835
C  -3.121  1.642  -2.180
C  -3.425  2.627  -3.128
C  -3.719  3.944  -2.772
C  -3.752  4.263  -1.406
C  -3.554  3.272  -0.443
H  -0.864  -0.471  2.143
H  0.353  0.440  2.868
H  -0.008  2.536  3.654
H  -1.850  3.811  4.817
H  -4.225  3.222  4.306
H  -4.663  1.918  2.177
H  -4.248  -1.040  2.486
H  -6.510  -1.929  3.059
H  -8.459  -1.252  1.686
H  -8.029  0.208  -0.338
H  -5.787  0.870  -0.997
H  -2.728  0.669  -2.507
H  -3.346  2.371  -4.168
H  -3.780  4.667  -3.588
H  -4.039  5.284  -1.066
H  -3.846  3.496  0.605
O  0.490  -1.143  -1.753
C  1.090  -0.380  -2.805
C  1.414  0.976  -2.260
C  2.318  1.850  -2.884
C  2.948  2.827  -2.070
C  2.375  3.203  -0.861
C  1.339  2.424  -0.396
N  1.028  1.230  -0.944
H  0.232  -2.091  -1.881
H  0.271  -0.197  -3.521
H  1.901  -0.868  -3.336
H  2.655  1.598  -3.911
H  3.814  3.365  -2.461
H  2.920  3.910  -0.217
H  0.719  2.847  0.415
F  2.589  2.060  2.339
C  3.553  1.175  2.626
F  3.628  0.998  3.985
F  4.737  1.700  2.217
S  3.309  -0.636  1.867
O  3.082  -0.306  0.311
O  1.749  -0.881  2.263
N  4.153  -3.330  -1.871
S  5.456  -3.423  -2.912
O  5.550  -4.774  -3.445
O  6.652  -2.774  -2.402
C  4.670  -2.255  -4.172
F  3.404  -2.693  -4.452
F  4.531  -1.007  -3.594
F  5.389  -2.164  -5.307

Atoms 1-3, force components in eV/Å:
-1.705 -1.150 0.512
-0.095 1.170 0.358
1.897 -0.326 0.633

Properties
E_LUMO: -7.0 eV
Net charge: +2
Energy relative to the best compared isomer or geometry (same formula, charge and spin): 253.8 kJ/mol

Atomic partial charges in e from the Mulliken method, atoms 1 to 2: 1.33, -0.22


(3)
DFT (ωB97M-V/def2-TZVPD) results for a structure of composition C43H73BrFN3O18S2 in a non-equilibrium geometry.

Positions of all 141 atoms, in Å:
C  -2.195  -3.036  1.204
C  -1.225  -2.431  0.395
C  -0.322  -3.268  -0.538
C  1.259  -2.944  -0.555
C  1.423  -1.897  -1.760
O  0.304  -0.977  -1.818
C  0.122  -0.664  -3.209
C  1.774  -2.206  0.737
Br  3.702  -1.664  0.745
O  1.156  -0.882  0.924
C  1.933  -0.049  1.694
N  2.166  0.604  2.613
C  1.567  -3.129  2.013
N  2.427  -2.830  3.137
C  1.863  -3.280  4.435
C  0.736  -2.334  5.021
C  -0.628  -3.186  5.041
S  1.660  -4.941  1.663
O  0.429  -5.526  2.228
O  2.761  -5.611  2.361
O  1.725  -5.388  0.085
C  1.888  -4.368  -0.901
C  1.224  -4.991  -2.234
C  0.372  -6.300  -2.000
C  1.217  -7.642  -2.188
N  1.829  -8.131  -0.937
C  2.564  -9.392  -1.305
C  4.053  -8.963  -1.588
C  4.527  -8.747  -2.967
C  5.931  -8.304  -3.103
C  6.814  -8.075  -1.959
C  6.332  -8.317  -0.590
C  4.933  -8.763  -0.435
O  4.440  -8.998  0.852
S  3.727  -4.401  -1.245
O  4.190  -3.266  -2.017
O  4.442  -4.630  0.003
F  4.160  -5.752  -2.104
H  -2.236  -2.895  2.310
H  -2.979  -3.634  0.653
H  -1.204  -1.306  0.450
H  -0.523  -4.346  -0.264
H  -0.764  -3.190  -1.580
H  2.341  -1.259  -1.666
H  1.483  -2.390  -2.764
H  -0.553  0.227  -3.352
H  -0.359  -1.554  -3.708
H  1.100  -0.436  -3.713
H  0.516  -2.912  2.376
H  3.348  -3.269  3.066
H  1.485  -4.337  4.433
H  2.718  -3.255  5.173
H  0.932  -2.068  6.093
H  0.513  -1.438  4.384
H  -0.454  -4.256  5.338
H  -0.987  -3.202  3.977
H  -1.392  -2.750  5.749
H  2.006  -5.276  -3.001
H  0.585  -4.268  -2.796
H  -0.361  -6.334  -2.865
H  -0.267  -6.314  -1.083
H  0.440  -8.418  -2.495
H  1.919  -7.559  -3.055
H  1.093  -8.418  -0.284
H  2.178  -9.808  -2.289
H  2.475  -10.186  -0.524
H  3.864  -8.910  -3.852
H  6.330  -8.134  -4.128
H  7.857  -7.709  -2.130
H  6.960  -8.148  0.314
H  5.213  -9.175  1.421
O  -2.896  0.116  -1.449
C  -2.898  1.307  -1.252
O  -3.861  2.075  -1.783
C  -4.079  3.450  -1.422
C  -3.232  4.376  -2.270
C  -1.776  1.974  -0.498
H  -3.926  3.608  -0.353
H  -5.132  3.652  -1.614
H  -2.169  4.206  -2.109
H  -3.454  5.419  -2.038
H  -3.425  4.203  -3.331
H  -1.004  2.290  -1.200
H  -1.347  1.248  0.194
H  -2.103  2.817  0.107
O  -0.382  5.665  -2.502
C  -0.382  6.852  -2.302
O  -1.349  7.623  -2.831
C  -1.569  8.992  -2.468
C  -0.725  9.924  -3.312
C  0.739  7.516  -1.547
H  -1.417  9.146  -1.397
H  -2.626  9.189  -2.660
H  0.339  9.757  -3.150
H  -0.952  10.966  -3.076
H  -0.915  9.755  -4.372
H  1.510  7.834  -2.250
H  1.168  6.788  -0.858
H  0.413  8.358  -0.938
O  1.664  9.456  -5.359
C  2.807  9.664  -5.046
O  3.111  10.735  -4.285
C  4.390  10.946  -3.672
C  5.333  11.673  -4.608
C  3.929  8.805  -5.568
H  4.810  10.008  -3.303
H  4.204  11.567  -2.794
H  5.544  11.084  -5.502
H  6.278  11.890  -4.106
H  4.889  12.612  -4.942
H  4.312  9.233  -6.494
H  3.532  7.812  -5.776
H  4.738  8.668  -4.853
O  -6.644  5.093  -1.080
C  -6.683  6.143  -0.494
O  -5.538  6.798  -0.216
C  -5.483  8.146  0.266
C  -5.567  8.192  1.778
C  -7.981  6.701  0.026
H  -6.242  8.768  -0.212
H  -4.516  8.540  -0.052
H  -6.521  7.804  2.138
H  -5.453  9.216  2.137
H  -4.784  7.575  2.221
H  -8.143  6.351  1.046
H  -8.790  6.333  -0.605
H  -8.033  7.787  -0.013
O  -2.106  -3.004  7.727
C  -2.670  -4.048  7.930
O  -2.763  -4.963  6.947
C  -3.205  -6.311  7.144
C  -4.711  -6.419  7.025
C  -3.366  -4.318  9.239
H  -2.832  -6.715  8.087
H  -2.739  -6.900  6.352
H  -5.216  -5.842  7.802
H  -5.029  -7.459  7.107
H  -5.046  -6.023  6.065
H  -4.405  -3.997  9.170
H  -2.869  -3.740  10.017
H  -3.313  -5.360  9.550

Atoms 1-3, force components in eV/Å:
0.666 0.295 -1.616
-0.871 0.002 1.643
-2.166 -0.395 -0.808

Properties
E_LUMO: 0.3 eV
Net charge: 0

Atomic partial charges in e from the Mulliken method, atoms 1 to 2: -0.86, -0.29


(4)
DFT (ωB97M-V/def2-TZVPD) results for a structure of composition C17H8N8O4S2Tc.

Positions of all 40 atoms, in Å:
Tc  -0.217  0.222  -0.119
O  1.104  -1.029  3.559
C  0.436  -0.653  2.630
O  0.587  -0.994  1.374
C  -0.786  0.221  2.798
C  -1.386  0.602  3.981
C  -2.589  1.298  3.919
C  -3.177  1.550  2.686
C  -2.509  1.142  1.548
N  -1.335  0.533  1.626
C  -3.006  1.170  0.128
O  -4.068  1.639  -0.187
O  -2.166  0.545  -0.668
H  -0.911  0.334  4.914
H  -3.079  1.616  4.828
H  -4.136  2.037  2.580
S  0.673  2.241  0.535
C  1.417  2.835  -0.928
C  2.332  3.919  -0.776
N  3.078  4.778  -0.614
C  1.132  2.301  -2.143
S  -0.010  1.013  -2.326
C  1.754  2.790  -3.332
N  2.273  3.154  -4.291
N  3.809  -1.047  -0.925
C  3.028  -0.034  -0.538
N  1.780  -0.408  -0.694
C  1.853  -1.684  -1.168
N  3.080  -2.105  -1.330
C  0.611  -2.408  -1.434
C  0.543  -3.640  -2.066
N  -0.621  -4.213  -2.344
C  -1.718  -3.548  -2.005
C  -1.673  -2.318  -1.362
N  -0.505  -1.760  -1.065
H  4.814  -1.090  -0.942
H  3.373  0.914  -0.161
H  1.448  -4.160  -2.351
H  -2.671  -4.001  -2.247
H  -2.560  -1.764  -1.089

Atoms 1-3, force components in eV/Å:
0.415 -0.015 -0.116
0.031 0.011 0.076
-0.219 -0.029 -0.061

Properties
E_LUMO (spin up / spin down): -1.3 / -1.9 eV
Net charge: 0
Multiplicity: 2
Energy relative to the best compared isomer or geometry (same formula, charge and spin): 0.0 kJ/mol

Atomic partial charges in e from the Mulliken method, atoms 1 to 2: 0.10, -0.67


(5)
DFT (ωB97M-V/def2-TZVPD) results for a cluster of 6 separate species, C28H73N5O9 in total in a non-equilibrium geometry.

Positions of all 115 atoms, in Å:
C  4.928  0.122  -3.222
O  3.865  -0.154  -2.363
C  3.335  0.890  -1.594
C  2.272  0.442  -0.591
C  1.368  1.577  -0.034
N  2.721  -0.284  0.561
H  5.418  -0.822  -3.464
H  5.655  0.810  -2.791
H  4.523  0.507  -4.158
H  4.242  1.270  -1.124
H  3.052  1.699  -2.268
H  1.594  -0.242  -1.101
H  0.363  1.302  0.285
H  1.122  2.278  -0.831
H  1.777  2.167  0.786
H  1.884  -0.602  1.030
H  3.092  -1.124  0.140
C  4.791  3.631  0.540
O  5.438  2.398  0.979
C  5.442  2.258  2.417
C  6.584  1.210  2.762
C  8.044  1.869  2.857
N  6.647  0.209  1.709
H  4.987  4.565  1.068
H  3.712  3.517  0.443
H  5.285  3.762  -0.422
H  5.487  3.183  2.992
H  4.514  1.786  2.737
H  6.333  0.736  3.712
H  7.989  2.866  3.294
H  8.440  2.043  1.857
H  8.698  1.135  3.330
H  5.722  -0.173  1.847
H  6.548  0.771  0.875
C  0.016  1.064  4.905
O  -1.355  0.864  4.625
C  -1.697  0.965  3.239
C  -3.186  1.227  2.974
N  -3.977  -0.002  3.017
C  -3.984  -0.692  4.287
C  -5.235  -1.519  4.314
O  -6.306  -0.603  4.461
C  -7.519  -1.125  4.043
H  0.179  1.921  5.559
H  0.771  1.141  4.123
H  0.322  0.133  5.382
H  -1.236  0.112  2.741
H  -1.278  1.836  2.734
H  -3.202  1.792  2.043
H  -3.602  1.943  3.683
H  -4.938  0.298  3.095
H  -4.080  0.055  5.074
H  -3.054  -1.262  4.273
H  -5.221  -2.310  5.064
H  -5.333  -2.163  3.440
H  -7.441  -1.101  2.956
H  -8.418  -0.637  4.421
H  -7.824  -2.141  4.292
C  1.607  -0.864  -5.894
O  0.654  -1.681  -5.201
C  1.274  -2.373  -4.084
C  0.153  -2.444  -3.048
N  0.716  -2.737  -1.758
C  -0.315  -3.278  -0.836
C  0.211  -3.206  0.629
O  0.403  -1.924  1.254
C  0.880  -2.122  2.555
H  1.273  0.155  -5.698
H  1.548  -0.992  -6.975
H  2.640  -0.999  -5.573
H  2.124  -1.815  -3.690
H  1.557  -3.355  -4.465
H  -0.597  -3.161  -3.380
H  -0.440  -1.542  -2.901
H  1.114  -1.893  -1.372
H  -0.609  -4.315  -0.999
H  -1.227  -2.681  -0.854
H  1.162  -3.736  0.584
H  -0.381  -3.869  1.261
H  0.718  -1.148  3.017
H  1.944  -2.359  2.562
H  0.435  -2.856  3.227
C  -2.512  2.080  -1.517
O  -2.933  1.492  -0.345
C  -4.182  0.837  -0.539
C  -4.248  -0.735  -0.844
N  -3.482  -1.471  0.062
C  -3.860  -2.907  0.123
C  -3.720  -3.734  -1.194
O  -4.773  -3.542  -2.139
C  -4.433  -3.542  -3.492
H  -3.077  2.965  -1.812
H  -2.575  1.415  -2.378
H  -1.462  2.368  -1.479
H  -4.885  1.281  -1.244
H  -4.619  1.034  0.440
H  -3.814  -0.982  -1.813
H  -5.258  -1.146  -0.842
H  -3.387  -1.055  0.977
H  -4.838  -2.806  0.593
H  -3.140  -3.382  0.788
H  -3.905  -4.798  -1.051
H  -2.801  -3.767  -1.780
H  -3.686  -2.839  -3.861
H  -5.311  -3.423  -4.127
H  -4.059  -4.543  -3.706
C  0.952  3.659  -3.882
C  0.444  5.036  -3.464
O  -0.330  5.747  -4.461
H  0.301  2.888  -3.470
H  1.926  3.535  -3.408
H  1.130  3.489  -4.944
H  1.176  5.695  -2.997
H  -0.109  4.790  -2.558
H  0.350  6.154  -5.002

Atoms 1-3, force components in eV/Å:
-0.340 -0.042 -0.244
-1.015 -2.081 0.207
1.693 0.815 0.267

Properties
SMILES string: COC[C@H](C)N.COC[C@H](C)N.COCCNCCOC.COCCNCCOC.COCCNCCOC.CCO
E_LUMO: 0.6 eV
Net charge: 0
Energy relative to the best compared isomer or geometry (same formula, charge and spin): 437.9 kJ/mol

Atomic partial charges in e from the Mulliken method, atoms 1 to 2: -0.78, -0.35


(6)
DFT (ωB97M-V/def2-TZVPD) results for a structure of composition C3H4HoO2 in a non-equilibrium geometry.

Positions of all 10 atoms, in Å:
C  0.077  0.821  -0.435
C  1.122  1.185  0.366
H  1.013  1.994  1.089
H  2.109  0.804  0.096
C  0.142  -0.709  -0.162
O  -0.876  -1.365  0.059
Ho  -1.723  -3.756  0.216
H  1.060  -1.197  -0.531
O  -1.104  1.436  -0.337
H  -1.820  0.786  -0.361

Atoms 1-3, force components in eV/Å:
-3.787 -3.509 2.548
4.180 4.433 0.264
0.089 -0.337 -0.074

Properties
E_LUMO (spin up / spin down): -9.9 / -10.1 eV
Net charge: +2
Multiplicity: 6

Atomic partial charges in e from the Mulliken method, atoms 1 to 2: 0.68, -0.74


The records above give, respectively, calculated total energy values of -1243.72496; -4448.80903; -6670.72974; -2268.92174; -2061.18910; -1214.37848 a.u..